# H26O13

A 13-piece molecular cluster, H26O13 overall (ωB97M-V/def2-TZVPD, OMol25).

Values from the calculation:
* relative energy (zero: lowest compared OMol25 entry of this formula, charge and spin): 61.9 kcal/mol
* Kohn-Sham gap: 10.730 eV

Each line ends with the Löwdin charge.
Element x y z (Å)
O (3.108818, 2.177092, -0.918830)  -0.05
H (3.940768, 1.811502, -1.219560)  0.03
H (2.673788, 1.449642, -0.474100)  0.01
O (-1.867782, 4.603142, -1.451500)  -0.05
H (-0.958012, 4.673862, -1.162450)  0.03
H (-2.182822, 3.790482, -1.055810)  0.01
O (2.038448, -1.695148, -3.175160)  -0.05
H (1.500918, -1.344028, -2.465220)  0.01
H (1.895488, -1.092528, -3.904990)  0.03
O (3.523608, -0.099718, 2.600430)  -0.05
H (3.963288, -0.464938, 3.368230)  0.04
H (3.807018, 0.814172, 2.573660)  0.03
O (-0.377672, 0.284602, 3.905240)  -0.04
H (-1.208262, -0.189968, 3.871770)  0.03
H (0.227508, -0.320738, 4.333680)  0.03
O (-1.463162, -3.783458, -1.517010)  -0.05
H (-0.737722, -3.368558, -1.050310)  0.02
H (-1.755322, -3.121458, -2.143620)  0.01
O (0.919798, 3.613732, 2.990440)  -0.05
H (0.607058, 2.709142, 3.002330)  0.01
H (1.860188, 3.540422, 2.827560)  0.02
O (1.353998, -3.676198, 4.112460)  -0.05
H (0.616238, -4.270218, 3.974270)  0.03
H (1.736138, -3.561658, 3.242360)  0.02
O (-3.865592, 1.768962, 0.345880)  -0.05
H (-4.096692, 1.980642, 1.250320)  0.04
H (-4.540692, 1.151792, 0.063830)  0.03
O (-2.118912, -1.100458, -4.060660)  -0.05
H (-2.991252, -0.884448, -4.390200)  0.03
H (-1.518822, -0.677028, -4.674530)  0.03
O (-4.530512, 1.738902, -3.713380)  -0.05
H (-5.251762, 2.361252, -3.619920)  0.03
H (-4.169472, 1.655662, -2.830800)  0.02
O (0.097268, -0.486828, -0.084840)  -0.04
H (0.265928, -0.231568, 0.822150)  0.02
H (-0.663972, 0.032972, -0.342830)  0.03
O (3.075388, -3.437938, 0.480590)  -0.05
H (3.429068, -2.573328, 0.689380)  0.02
H (3.657708, -3.777748, -0.198870)  0.03

Force components x, y, z for each atom (eV/Å):
O -0.043 0.274 0.068
H 0.214 -0.078 -0.127
H -0.222 -0.263 0.072
O -0.130 0.136 -0.175
H 0.256 0.060 0.071
H -0.165 -0.235 0.156
O 0.204 -0.164 -0.044
H -0.204 0.068 0.348
H 0.002 0.125 -0.193
O -0.201 -0.138 -0.230
H 0.098 -0.159 0.228
H 0.086 0.255 -0.054
O 0.057 0.323 -0.237
H -0.229 -0.099 -0.007
H 0.251 -0.211 0.108
O -0.163 -0.266 0.116
H 0.245 0.132 0.136
H -0.062 0.230 -0.296
O -0.074 0.217 -0.022
H -0.203 -0.358 0.122
H 0.218 0.064 -0.067
O 0.011 0.230 0.284
H -0.168 -0.175 -0.023
H 0.173 -0.011 -0.345
O 0.256 0.062 -0.243
H -0.019 0.139 0.248
H -0.179 -0.203 -0.072
O 0.100 -0.189 0.311
H -0.304 0.119 -0.064
H 0.161 0.085 -0.138
O 0.040 -0.251 -0.189
H -0.173 0.191 -0.039
H 0.196 0.026 0.221
O 0.235 -0.157 -0.281
H 0.073 0.001 0.378
H -0.267 0.139 -0.111
O -0.208 -0.102 0.241
H 0.057 0.324 0.069
H 0.081 -0.139 -0.219

=====

# C13H24AlF12N2O17S7

C13H24AlF12N2O17S7 as an isolated structure at a distorted geometry (ωB97M-V/def2-TZVPD, OMol25).

Values from the calculation:
* net charge: +1
* relative energy (zero: lowest compared OMol25 entry of this formula, charge and spin): 83.6 kcal/mol
* Kohn-Sham gap: 1.057 eV

Each line ends with the Löwdin charge.
Element x y z (Å)
Al (-1.366967, -0.673321, -2.174907)  1.00
C (3.665635, -6.205556, -4.385821)  -0.64
F (4.341052, -7.258542, -4.837742)  0.20
F (3.630610, -5.289296, -5.255303)  0.21
F (2.380709, -6.478865, -4.210762)  0.18
S (4.534999, -5.427533, -2.732836)  0.75
O (3.745837, -5.827466, -1.604727)  -0.27
O (5.876847, -6.063657, -2.687495)  -0.25
N (4.119267, -3.718333, -2.985241)  -0.18
S (5.575227, -3.154106, -3.318031)  0.61
O (6.365815, -3.891870, -4.295408)  -0.22
O (5.271305, -1.760832, -3.689572)  -0.22
C (6.462352, -3.025148, -1.608402)  -0.58
F (7.534955, -2.269951, -1.705791)  0.19
F (5.649631, -2.471350, -0.679151)  0.14
F (6.717337, -4.316468, -1.203272)  0.09
C (-7.282187, 3.524761, 0.986708)  -0.56
F (-8.127027, 2.686778, 0.409404)  0.15
F (-6.713119, 4.406184, 0.110319)  0.13
F (-7.733134, 4.322278, 1.975370)  0.16
S (-5.836435, 2.414175, 1.732642)  0.71
O (-4.573408, 2.905951, 1.182122)  -0.28
O (-5.937504, 2.507051, 3.161234)  -0.25
N (-6.123214, 0.807320, 1.145716)  -0.16
S (-7.184899, 0.117165, 2.134333)  0.62
O (-6.552738, -0.721166, 3.114524)  -0.17
O (-8.112402, 1.053853, 2.740939)  -0.20
C (-8.149118, -1.117688, 0.976969)  -0.64
F (-7.348829, -1.847348, 0.186490)  0.15
F (-8.786174, -1.900350, 1.790742)  0.20
F (-9.014378, -0.402732, 0.253203)  0.15
O (5.634724, 4.838059, 1.816184)  -0.28
S (4.666192, 4.067590, 2.541036)  0.70
O (3.791449, 3.050245, 1.921228)  -0.32
O (5.490732, 3.239107, 3.754359)  -0.28
C (6.323336, 3.951749, 4.609162)  -0.35
C (7.366276, 3.020313, 5.112906)  -0.06
C (3.613651, 5.118811, 3.731830)  -0.08
H (5.697317, 4.255751, 5.448084)  0.11
H (6.691490, 4.802565, 4.035845)  0.12
H (7.822627, 2.582952, 4.224890)  0.09
H (6.886537, 2.337549, 5.814167)  0.09
H (8.122109, 3.481177, 5.748845)  0.08
H (3.111540, 5.714275, 2.969318)  0.06
H (4.268738, 5.755175, 4.326812)  0.06
H (3.024144, 4.447920, 4.356709)  0.07
O (0.970578, 5.883130, -3.936263)  -0.33
S (1.340243, 7.250610, -4.340410)  0.68
O (0.634151, 8.006667, -5.391097)  -0.30
O (1.600767, 8.084513, -2.971460)  -0.30
C (1.409081, 9.509412, -2.972058)  -0.24
C (-0.119245, 9.826079, -2.949984)  -0.07
C (3.162839, 7.105108, -4.728361)  -0.09
H (1.900196, 9.836632, -3.888486)  0.11
H (1.770270, 9.919206, -2.028812)  0.12
H (-0.680408, 9.363034, -2.138325)  0.08
H (-0.516025, 9.513951, -3.916031)  0.06
H (-0.179836, 10.913635, -2.909325)  0.08
H (3.630652, 6.388914, -4.052839)  0.07
H (3.557014, 8.091224, -4.482787)  0.06
H (3.192952, 6.791848, -5.771946)  0.06
O (-3.764930, -7.243213, -0.228867)  -0.30
S (-3.985091, -8.526141, 0.398895)  0.67
O (-2.906664, -9.299306, 1.051539)  -0.32
O (-5.162346, -8.392261, 1.519471)  -0.30
C (-5.444072, -9.495648, 2.373672)  -0.24
C (-4.875926, -9.107399, 3.826605)  -0.04
C (-4.741221, -9.690690, -0.891367)  -0.08
H (-5.204798, -10.468661, 1.944587)  0.11
H (-6.533402, -9.475920, 2.406448)  0.11
H (-5.513887, -9.488574, 4.623985)  0.07
H (-4.751074, -8.031585, 3.949665)  0.07
H (-3.820526, -9.345625, 3.958847)  0.07
H (-5.764551, -9.325513, -0.978315)  0.06
H (-4.525887, -10.716808, -0.593354)  0.06
H (-4.219758, -9.463796, -1.821255)  0.06

Force components x, y, z for each atom (eV/Å):
Al 0.046 0.050 0.053
C -0.819 -1.198 -0.579
F -0.352 0.715 1.136
F 1.303 2.398 -2.128
F 0.353 -0.977 1.643
S 0.383 -3.104 2.719
O -0.757 0.215 -0.556
O -2.518 1.939 -1.505
N 2.204 -2.844 -0.328
S 0.177 3.413 -1.910
O -0.749 0.594 1.390
O 0.693 -1.179 0.841
C -0.532 -1.006 1.017
F -0.169 -0.773 -0.182
F 0.440 -0.524 -1.238
F 0.292 2.350 -0.309
C 1.708 1.457 0.127
F -0.212 1.275 0.326
F -0.793 -1.838 0.502
F -0.311 -1.884 -0.996
S 2.650 1.722 0.230
O -2.082 -1.193 -0.157
O -0.338 -0.394 -0.521
N -0.393 1.244 0.602
S -1.016 -0.504 0.822
O 0.591 -0.300 -0.393
O -0.066 -0.636 -1.228
C 0.373 0.958 -0.469
F -0.336 0.851 0.518
F -0.334 -0.431 0.465
F 0.595 -0.375 0.128
O -0.784 -0.128 0.030
S -0.979 -2.261 2.852
O 1.992 2.316 1.048
O -2.062 -0.928 -2.877
C -0.112 1.388 0.609
C 0.450 -0.120 0.334
C 1.300 -0.454 -2.038
H 0.105 0.592 0.144
H 0.425 0.229 0.418
H 0.177 -0.527 0.447
H 0.045 -0.630 -0.558
H 0.082 0.463 -0.366
H -0.654 0.103 0.582
H 0.066 -0.151 -0.186
H -0.076 0.094 -0.455
O -0.329 2.618 -0.671
S 2.015 -1.669 -0.250
O 1.129 -1.284 2.325
O -0.915 -0.921 -0.102
C -2.137 -0.183 0.077
C 1.172 0.297 -1.175
C -1.644 0.415 0.012
H -0.045 0.846 0.340
H 0.858 -0.359 -0.335
H 0.368 0.013 0.057
H -0.306 0.023 0.190
H -0.332 0.043 0.176
H -0.439 -0.091 -0.087
H 0.175 -0.039 -0.646
H 0.419 0.253 0.100
O -0.437 -0.932 1.007
S 0.887 -2.785 0.469
O -1.612 1.797 -1.276
O 1.126 0.900 -2.322
C -0.327 0.884 2.296
C 0.249 -0.404 -1.341
C 0.842 1.784 0.926
H 0.699 0.158 0.215
H -0.053 -0.056 0.263
H 0.239 -0.142 -0.078
H -0.978 0.245 -0.408
H -0.129 -0.997 -0.066
H -0.089 -0.652 0.039
H -0.510 0.205 0.124
H 0.095 0.028 0.136